Entry from OMol25: an isolated ion of composition C5H9N2 and charge +1 (ωB97M-V with the def2-TZVPD basis set).

Summary:
* HOMO-LUMO gap: 0.368 Eh
* ΔE to the lowest compared entry with this formula, charge and spin: 6.121 eV
* LUMO energy: -4.74 eV

The geometry in ORCA input format:
```
! RIJCOSX wB97M-V def2-TZVPD def2/J DEFGRID3
* xyz 1 1
C 3.2092 0.6469 -0.7263
C 0.9797 -0.9969 -1.1750
C -1.3948 1.0129 0.8926
C -1.0385 -1.5977 -0.4328
C 0.0283 0.5325 0.3895
N 2.2452 0.1106 -1.0893
N 0.0495 -0.6647 -0.3865
H 4.1580 1.1645 -0.6112
H -1.3344 1.7145 1.6241
H -2.1049 1.3499 0.1759
H -1.8478 0.1906 1.5254
H -1.7093 -1.1871 -1.1960
H -1.5020 -1.6022 0.5504
H -0.8689 -2.6468 -0.6152
H 0.6449 0.6172 1.2579
H 0.4858 1.3559 -0.1835
*
```

These are the Löwdin partial charges, in e, on atoms 1 to 2: C 0.24; C 0.13

---

Entry from OMol25: C30H28ClN7O5STi as an isolated structure (ωB97M-V with the def2-TZVPD basis set).

Summary:
* HOMO-LUMO gap (spin up / spin down): 0.145 / 0.164 Eh
* ΔE to the lowest compared entry with this formula, charge and spin: 0.000 eV
* LUMO energy (spin up / spin down): 3.67 / 3.65 eV
* ⟨S²⟩: 2.0238

The geometry in ORCA input format:
```
! RIJCOSX wB97M-V def2-TZVPD def2/J DEFGRID3
* xyz -2 3
Ti 0.1702 0.6546 -1.7370
O 1.4383 6.1751 2.7293
C 0.6649 5.2183 2.9181
O 0.0485 4.7886 3.9432
C 0.6436 4.1963 1.7272
C -0.5037 3.3169 1.5777
C -0.5152 2.3236 0.6180
N 0.4392 2.2787 -0.3645
C 1.5446 3.0225 -0.2442
C 1.6112 4.1125 0.7099
C 2.5593 2.6740 -1.2674
C 3.7870 3.2858 -1.3987
C 4.6616 2.8822 -2.3727
C 4.2722 1.8619 -3.2241
C 2.9707 1.3265 -3.1363
N 2.1286 1.7026 -2.1794
C -1.6151 1.3466 0.3800
C -2.5099 0.9685 1.4151
C -3.4314 -0.0417 1.2410
C -3.5536 -0.5527 -0.0497
C -2.5711 -0.3002 -1.0119
N -1.5977 0.6403 -0.8338
H -1.3031 3.4104 2.3368
H 2.4337 4.8223 0.6014
H 3.9940 4.1504 -0.7442
H 5.6989 3.2849 -2.4607
H 4.9380 1.5112 -4.0101
H 2.6111 0.5532 -3.8074
H -2.2867 1.4892 2.3655
H -4.0435 -0.3219 2.0655
H -4.4500 -1.1674 -0.3081
H -2.6264 -0.7759 -1.9788
N -0.7497 2.1155 -3.2137
C -1.1354 1.3279 -4.3970
C -0.9490 -0.2059 -4.1837
O -1.6287 -1.0104 -4.7743
N 0.1297 -0.5615 -3.3426
C 0.5037 -1.9565 -3.0921
C 0.8867 -2.0789 -1.6514
O 1.2599 -3.1627 -1.2050
O 0.9865 -0.9021 -1.0544
H -1.5901 2.5653 -2.8613
H -0.0170 2.7729 -3.3645
H -0.5981 1.6372 -5.3379
H -2.1765 1.4767 -4.6558
H 1.3258 -2.2062 -3.7496
H -0.2902 -2.6139 -3.3720
S 1.0697 -0.2785 1.8990
C 1.0791 0.7434 3.2338
N 2.0358 1.7598 3.4284
C 1.9462 2.2864 4.7558
C 0.5362 1.6741 5.1590
N 0.2334 0.6230 4.2404
H 2.4252 2.2814 2.6559
H 1.9589 3.3929 4.7249
H 2.7587 1.8771 5.4450
H -0.2590 2.3838 5.1379
H 0.4651 1.3493 6.2319
H 0.0120 -4.6987 2.5394
Cl -3.1155 -4.5700 2.9258
C -2.5124 -5.3535 1.5012
C -3.3493 -6.3231 0.9066
C -3.0450 -6.9955 -0.2778
C -1.7945 -6.7330 -0.8705
C -0.9348 -5.7526 -0.3531
C -1.2626 -5.0735 0.8577
C -0.2940 -4.1813 1.5779
H -4.2624 -6.5759 1.5085
H -3.6756 -7.7353 -0.6886
H -1.4713 -7.2771 -1.7504
H 0.0024 -5.5407 -0.8731
H 0.6189 -4.0849 0.9648
H -0.7309 -3.2320 1.8750
*
```

These are the Löwdin partial charges, in e, on atoms 1 to 2: Ti 0.95; O -0.06

---

Entry from OMol25: a 3-piece molecular cluster, C13H27BN3O6 overall (ωB97M-V with the def2-TZVPD basis set).

Summary:
* HOMO-LUMO gap: 0.271 Eh
* LUMO energy: -3.66 eV

The geometry in ORCA input format:
```
! RIJCOSX wB97M-V def2-TZVPD def2/J DEFGRID3
* xyz 1 1
C 0.7852 -0.5987 -0.0516
B 2.2585 -0.0721 -0.0231
O 2.6838 0.7142 -1.0843
C 3.3585 -0.3935 1.1131
C 4.2976 -1.3471 0.8833
N 5.1317 -1.3659 2.0243
C 4.6491 -0.4798 2.8432
O 5.1862 -0.2294 4.0820
C 5.2490 1.0931 4.2667
N 4.9843 2.1940 4.5153
N 3.5976 0.1619 2.3714
H 0.3405 -0.8159 0.9316
H 0.1837 0.1745 -0.5673
H 0.6639 -1.5055 -0.6739
H 3.5820 0.3981 -1.2720
H 4.4347 -1.9857 0.0179
H 5.9453 -1.9443 2.1976
H 3.0530 0.9036 2.7969
C 0.1072 2.0490 -2.7585
O -0.5196 0.7844 -2.9073
C -1.6160 0.8158 -3.8160
C -1.2310 0.2565 -5.1710
O -0.2822 1.0871 -5.8258
C 1.0400 0.5860 -5.7367
H 1.0558 1.8953 -2.2500
H 0.3018 2.5254 -3.7217
H -0.5194 2.7059 -2.1448
H -2.0109 1.8308 -3.9130
H -2.4031 0.1873 -3.3883
H -2.1224 0.2303 -5.8045
H -0.8540 -0.7666 -5.0768
H 1.1652 -0.2661 -6.4126
H 1.2934 0.2871 -4.7161
H 1.7199 1.3793 -6.0463
C -3.2314 -1.5243 4.5831
O -3.9925 -0.3970 4.1862
C -3.2208 0.5782 3.5027
C -3.4307 0.5032 2.0027
O -2.9161 -0.7080 1.4624
C -3.9342 -1.6653 1.2069
H -3.9244 -2.3107 4.8786
H -2.6046 -1.8987 3.7695
H -2.6030 -1.2686 5.4433
H -2.1590 0.4792 3.7523
H -3.5598 1.5574 3.8546
H -2.8783 1.3223 1.5304
H -4.4885 0.6223 1.7525
H -4.4984 -1.3829 0.3128
H -4.6148 -1.7698 2.0539
H -3.4528 -2.6262 1.0263
*
```

These are the Löwdin partial charges, in e, on atoms 1 to 2: C 0.02; B -0.40

---

Entry from OMol25: an isolated ion of composition C5H16N7 and charge +1 (ωB97M-V with the def2-TZVPD basis set).

Summary:
* HOMO-LUMO gap (spin up / spin down): 0.198 / 0.298 Eh
* ΔE to the lowest compared entry with this formula, charge and spin: 1.621 eV
* LUMO energy (spin up / spin down): -2.43 / -5.08 eV
* ⟨S²⟩: 2.0071

The geometry in ORCA input format:
```
! RIJCOSX wB97M-V def2-TZVPD def2/J DEFGRID3
* xyz 1 3
C 0.6554 -2.0315 -0.3407
C -0.6298 -1.9124 -0.1184
C 1.5482 -0.8343 -0.3700
C 0.8139 0.5363 -0.3645
C -0.6496 0.4047 0.3329
N -1.3636 -0.7218 -0.0934
N 2.4906 -1.0063 0.7243
N 1.5344 1.5256 0.4397
N 0.5286 1.1128 -1.6993
N -0.6891 0.6437 1.7077
N -2.7662 -0.7816 0.2667
N -1.6124 1.4595 -0.5369
H 1.2182 -2.9137 -0.6431
H -1.3180 -2.7535 -0.1098
H 2.1665 -1.0280 -1.3584
H 3.2927 -1.4742 0.5134
H 2.1084 -1.5600 1.5000
H 2.1536 1.0170 1.0896
H 2.0755 2.1633 -0.1617
H 0.7579 0.4511 -2.4048
H 1.0513 1.9366 -1.8576
H 0.0153 1.2963 2.0633
H -1.6428 0.5675 2.2123
H -2.8561 -1.6406 0.7680
H -3.5204 -0.7363 -0.3863
H -1.3063 2.3333 -0.1359
H -2.4482 0.9850 -0.4538
H -1.1032 1.4810 -1.5009
*
```

These are the Löwdin partial charges, in e, on atoms 1 to 2: C -0.06; C -0.14

---

Entry from OMol25: a 2-piece molecular cluster, C4H7NO2 overall (ωB97M-V with the def2-TZVPD basis set).

Summary:
* HOMO-LUMO gap: 0.339 Eh
* ΔE to the lowest compared entry with this formula, charge and spin: 3.307 eV
* LUMO energy: 0.75 eV
* SMILES string: [H]/N=C(\C)O.C=C=O

The geometry in ORCA input format:
```
! RIJCOSX wB97M-V def2-TZVPD def2/J DEFGRID3
* xyz 0 1
H -1.7799 -1.1212 -2.0428
N -1.5557 -0.3427 -1.4345
C -0.8155 -0.6014 -0.4689
C -0.3121 -1.8802 0.1152
O -0.7061 0.5526 0.5778
H 0.1579 -1.7026 1.0813
H 0.4427 -2.2928 -0.5605
H -1.1361 -2.5917 0.2176
H -1.3067 1.2499 0.2711
C 1.4670 2.1366 0.8035
C 1.0398 1.1461 0.0531
O 1.2688 0.3107 -0.8110
H 2.2590 2.7813 0.4596
H 0.9769 2.3554 1.7385
*
```

These are the Löwdin partial charges, in e, on atoms 1 to 2: H 0.08; N 0.18

---

Entry from OMol25: a 3-piece molecular cluster, C19H44BrFN3O7P overall (ωB97M-V with the def2-TZVPD basis set).

Summary:
* HOMO-LUMO gap: 0.318 Eh
* LUMO energy: 0.24 eV
* SMILES string: COC[PH2](C[C@@H](C)Br)C(=O)NC(=O)F.COCCNCCOC.COCCNCCOC

The geometry in ORCA input format:
```
! RIJCOSX wB97M-V def2-TZVPD def2/J DEFGRID3
* xyz 0 1
C 0.3774 -2.6107 0.7552
O 0.7573 -1.2962 0.3699
C 2.1518 -1.1405 0.1995
P 2.5530 -1.2378 -1.6796
C 4.2046 -0.4082 -1.4155
C 5.3847 -0.9838 -2.1457
C 6.6553 -0.2330 -1.7422
Br 5.6074 -2.8499 -1.6154
C 2.7793 -1.2369 -3.6168
O 3.0745 -0.2110 -4.1650
N 2.5101 -2.4367 -4.4609
C 3.2962 -3.5556 -4.1908
O 3.0173 -4.5289 -3.5179
F 4.4528 -3.4704 -4.8282
H 0.2319 -2.6302 1.8284
H -0.5768 -2.8567 0.3215
H 1.1225 -3.3318 0.4579
H 2.4111 -0.1513 0.5638
H 2.7187 -1.8860 0.7542
H 1.4273 -0.3999 -1.8935
H 2.2900 -2.6305 -1.6374
H 4.0882 0.6461 -1.6077
H 4.4174 -0.5004 -0.3626
H 5.2989 -0.9178 -3.2158
H 6.9550 -0.5918 -0.7695
H 6.4597 0.8217 -1.6339
H 7.4706 -0.4368 -2.4153
H 1.5411 -2.7163 -4.4028
C -0.6018 1.6344 -1.9611
O -1.1272 0.3376 -2.1750
C -1.9226 -0.1412 -1.0950
C -3.3598 -0.3175 -1.5329
N -3.9928 0.9731 -1.7753
C -5.3148 0.8898 -2.3897
C -5.4037 0.3442 -3.8107
O -4.7955 1.1721 -4.7831
C -3.4189 0.9336 -5.0145
H 0.0532 1.8663 -2.8003
H -1.3935 2.3896 -1.9158
H -0.0148 1.6722 -1.0370
H -1.8553 0.5203 -0.2312
H -1.5180 -1.1121 -0.8040
H -3.9110 -0.8410 -0.7463
H -3.3590 -0.9528 -2.4299
H -3.3916 1.5221 -2.3751
H -5.7311 1.8999 -2.3971
H -5.9606 0.2881 -1.7430
H -6.4634 0.3011 -4.0761
H -5.0225 -0.6809 -3.8882
H -3.1586 -0.1175 -4.8665
H -2.7880 1.5576 -4.3754
H -3.2079 1.2009 -6.0499
C -3.0975 0.1477 3.4733
O -1.7394 -0.2360 3.3677
C -0.9705 0.6011 2.5048
C 0.0918 1.3340 3.2926
N -0.5018 2.3311 4.1752
C 0.4371 2.9392 5.1131
C 1.0480 2.0448 6.1865
O 0.1150 1.5678 7.1365
C -0.5292 0.3515 6.8021
H -3.6018 -0.5965 4.0874
H -3.2053 1.1277 3.9505
H -3.5779 0.1734 2.4900
H -1.6099 1.3058 1.9654
H -0.4813 -0.0462 1.7737
H 0.7705 1.8357 2.5961
H 0.6684 0.5814 3.8488
H -1.2480 1.8956 4.7007
H -0.0924 3.7493 5.6201
H 1.2475 3.4023 4.5416
H 1.7618 2.6531 6.7487
H 1.6189 1.2119 5.7593
H 0.1160 -0.2997 6.2074
H -1.4650 0.5253 6.2637
H -0.7732 -0.1586 7.7340
*
```

These are the Löwdin partial charges, in e, on atoms 1 to 2: C -0.09; O -0.30

---

Number 1: F_max 4.60 eV/Å. Number 2: F_max 3.54 eV/Å. Number 3: F_max 2.59 eV/Å. Number 4: F_max 11.70 eV/Å. Number 5: F_max 4.48 eV/Å. Number 6: F_max 2.39 eV/Å.